DFT (ωB97M-V/def2-TZVPD) results for a cluster of 17 separate species, C80H190B4Cl3F16N10O5 in total in a non-equilibrium geometry.

```
308
Properties=species:S:1:pos:R:3:forces:R:3:mulliken_charge:R:1
C -10.5343 -10.8321 -8.6832 1.5 0.2 0.3 -1.7020
C -11.9367 -10.3822 -8.8770 -0.2 -0.5 -1.0 1.2435
N -12.0629 -9.0122 -9.5701 -1.0 1.2 -0.6 0.7677
C -11.4357 -8.9162 -10.9837 -0.5 -1.6 1.6 -0.9081
C -13.6041 -8.7931 -9.6711 -0.8 -1.4 1.2 -1.2395
C -14.4724 -9.8286 -10.4800 1.2 0.7 -0.7 0.5214
C -11.5294 -7.8253 -8.7388 0.2 -0.8 -0.2 -0.5868
C -9.9752 -7.6528 -8.5933 -2.0 -1.9 1.6 -0.9067
O -9.3917 -7.3280 -9.7693 0.7 0.8 -1.5 -0.3178
C -8.1296 -6.7593 -9.5726 1.1 1.6 0.7 -0.9130
H -10.3591 -11.9061 -8.7462 -0.7 -0.1 0.4 0.2209
H -10.1794 -10.4236 -7.7370 0.4 -0.4 0.0 0.4798
H -9.8553 -10.5195 -9.4764 -0.1 0.4 0.0 0.3065
H -12.4983 -10.3644 -7.9430 -0.1 0.5 0.0 0.3135
H -12.4206 -11.1432 -9.4892 -0.2 0.6 -0.3 -0.9275
H -10.3618 -8.9988 -10.8160 -0.3 -0.3 -0.5 0.4687
H -11.6249 -7.9788 -11.5067 -0.4 0.0 0.5 0.3058
H -11.9226 -9.7916 -11.4134 0.7 0.2 -0.8 0.1963
H -13.8801 -7.7678 -9.9177 0.7 0.0 -0.6 0.5641
H -13.9662 -8.8931 -8.6479 0.2 -0.1 0.4 0.2285
H -15.4905 -9.9358 -10.1057 0.1 0.6 0.3 -0.2221
H -14.1272 -10.8599 -10.5544 0.5 0.2 0.4 -0.4153
H -14.4462 -9.4417 -11.4986 -0.5 -0.2 -0.4 0.1897
H -12.0000 -7.9900 -7.7695 0.1 0.4 0.1 0.4320
H -11.9773 -6.9898 -9.2768 0.2 0.3 0.4 0.4446
H -9.5593 -8.5832 -8.2066 0.0 -0.3 -0.1 0.3573
H -9.7800 -7.0026 -7.7405 -0.2 0.9 -0.3 0.6072
H -7.4634 -7.2927 -8.8945 0.1 -1.0 -0.5 0.3511
H -8.1706 -5.8271 -9.0091 -0.8 0.5 0.1 0.3484
H -7.6359 -6.4180 -10.4824 -0.2 -0.9 -0.3 0.3001
C -18.3535 -4.9522 -8.8197 -1.2 -1.7 0.5 -1.2676
C -18.4240 -6.4984 -8.5490 0.8 -1.0 -1.4 -0.6691
N -18.4177 -7.4692 -9.8514 1.4 -0.2 0.7 0.2089
C -17.0378 -7.1715 -10.5556 -1.5 -0.4 0.0 -0.4315
C -18.4562 -8.9873 -9.3910 0.2 0.4 -0.9 -1.1836
C -18.5130 -9.9648 -10.5816 0.4 -0.3 0.6 1.4298
C -19.5498 -7.2068 -10.8419 1.2 0.0 0.7 -0.5040
C -20.9704 -7.4200 -10.2694 0.6 -0.7 -0.2 -1.0372
O -21.4546 -8.7882 -10.1899 1.5 2.7 1.1 -0.1894
C -21.8603 -9.3031 -11.3928 -0.9 -1.1 -1.0 -0.1945
H -17.6134 -4.6054 -9.5408 0.1 -0.3 0.2 0.2674
H -18.1745 -4.5326 -7.8298 0.2 0.2 -0.1 0.4388
H -19.3495 -4.6224 -9.1152 0.1 0.2 -0.2 0.3304
H -19.2382 -6.8870 -7.9373 -0.3 0.6 -0.1 0.7353
H -17.5286 -6.8470 -8.0345 0.1 0.1 0.0 0.5724
H -16.2756 -7.0006 -9.7955 -0.2 -0.1 -0.1 0.3831
H -17.1571 -6.3183 -11.2233 -0.1 0.3 0.4 0.4935
H -16.7519 -7.9713 -11.2387 -0.2 -0.4 0.5 -0.3736
H -19.3010 -9.1487 -8.7215 -0.2 0.4 -0.2 0.4691
H -17.5602 -9.2033 -8.8091 0.2 0.3 0.1 0.4917
H -17.5581 -10.0476 -11.1007 0.0 0.5 -0.2 -1.0690
H -19.3396 -9.8939 -11.2885 0.1 0.2 0.2 -0.2093
H -18.5791 -10.9619 -10.1461 -0.3 -0.1 0.2 0.1898
H -19.2741 -7.7879 -11.7220 -0.4 -0.1 0.0 0.2435
H -19.3222 -6.1707 -11.0925 -0.8 0.2 -0.2 0.7621
H -21.6038 -6.7996 -10.9035 -0.4 -0.1 0.1 0.4393
H -20.9401 -7.0258 -9.2536 -0.5 0.0 0.0 0.3191
H -22.0001 -10.3575 -11.1544 0.0 -0.2 -0.7 -0.2941
H -21.1836 -9.1565 -12.2347 0.6 -0.2 0.1 0.3333
H -22.8059 -8.9076 -11.7635 -0.3 0.3 0.3 0.3767
C -24.7976 -16.4168 -7.6608 1.5 0.2 -0.7 -1.4076
C -23.3668 -15.9132 -8.0030 -0.8 0.5 -0.9 -0.3206
N -23.2427 -15.4554 -9.5036 0.2 -1.2 -0.2 0.9660
C -21.6951 -15.3980 -9.7635 -2.0 -1.0 -0.9 -1.7154
C -23.9148 -16.6213 -10.4201 2.3 1.2 -0.7 -0.8467
C -23.4610 -16.6235 -11.9432 -0.5 0.4 1.4 -0.8285
C -23.8747 -14.0839 -9.8745 0.4 -1.1 1.7 -0.8571
C -23.0478 -12.8840 -9.4993 1.4 2.3 0.7 0.0989
O -22.4515 -12.9105 -8.2035 0.3 -1.3 0.1 -0.3135
C -21.6266 -11.7959 -7.8029 -0.9 -0.4 0.3 -0.6043
H -24.7490 -16.6807 -6.6043 -0.6 0.2 0.0 0.4282
H -24.9903 -17.3212 -8.2378 0.1 -0.2 0.3 0.3680
H -25.5787 -15.7226 -7.9707 0.0 0.2 0.7 0.3084
H -22.6349 -16.7065 -7.8514 -0.1 -0.3 -0.5 0.0415
H -22.9651 -15.0633 -7.4513 -0.6 0.2 0.2 0.5469
H -21.3488 -16.4306 -9.8068 -0.2 -0.2 0.1 0.3703
H -21.1709 -14.9042 -8.9453 -0.4 0.5 -0.4 0.9421
H -21.6909 -14.9901 -10.7743 0.9 0.6 0.4 -0.0574
H -25.0041 -16.6246 -10.3805 0.2 0.4 0.4 0.4789
H -23.4913 -17.5333 -9.9995 -0.1 0.0 0.2 0.5641
H -23.8593 -15.8327 -12.5789 -0.5 0.1 0.3 0.4614
H -23.8682 -17.5859 -12.2532 0.3 0.0 -0.5 0.4912
H -22.3821 -16.5416 -12.0747 -0.1 -0.5 0.3 -0.1926
H -24.7646 -13.9284 -9.2646 -0.3 -0.8 -0.3 0.4773
H -24.1090 -14.1210 -10.9383 0.1 0.2 0.1 0.2641
H -23.7332 -12.0404 -9.4178 -0.5 0.2 -0.7 0.7856
H -22.2787 -12.5739 -10.2067 0.0 -0.5 -0.4 -0.4448
H -22.2908 -10.9726 -7.5398 0.1 0.4 -0.4 0.3302
H -20.8678 -11.5140 -8.5329 -0.1 -0.1 -0.3 0.1360
H -21.1283 -12.0744 -6.8743 0.1 -0.3 -0.1 0.2507
C -13.0249 -19.5775 -10.3339 -0.4 0.0 -0.9 -1.2493
C -11.8610 -18.9644 -11.1900 -0.5 0.5 1.3 -0.3458
N -11.3218 -17.5684 -10.6720 0.2 -0.8 1.5 0.5383
C -12.5303 -16.6420 -10.5659 0.6 0.8 -0.6 0.2931
C -10.6901 -17.7651 -9.2657 -0.2 0.4 0.3 -0.4994
C -10.1663 -16.4747 -8.5643 -0.4 -0.7 -1.4 -0.7970
C -10.3022 -16.9796 -11.6499 0.0 -1.2 -1.7 -0.1109
C -8.8221 -17.5468 -11.7164 -1.1 0.0 0.4 -1.0970
O -8.7194 -18.9503 -11.8679 -0.3 -0.6 1.7 -0.2997
C -7.3305 -19.3835 -11.7811 -1.4 0.6 -0.6 -0.7405
H -13.9902 -19.0795 -10.2432 0.6 1.2 0.0 0.2102
H -12.8019 -19.9200 -9.3234 0.4 0.0 -0.2 0.3680
H -13.4567 -20.4021 -10.9012 0.9 -0.7 -0.2 0.6151
H -12.1625 -18.7666 -12.2186 -0.1 0.0 0.1 0.3524
H -11.0134 -19.6497 -11.1856 0.1 0.2 0.0 0.4880
H -12.9858 -16.6724 -11.5557 -0.1 0.2 0.1 -0.1708
H -12.1929 -15.6278 -10.3524 0.3 -0.2 -0.4 -0.5776
H -13.2649 -16.8112 -9.7786 0.5 -1.2 0.0 -0.0105
H -9.8681 -18.4788 -9.3200 -0.1 -0.1 -0.5 0.4564
H -11.4760 -18.2211 -8.6635 0.0 0.2 -0.1 0.4474
H -10.9195 -15.6894 -8.6283 0.1 0.0 0.4 -0.0445
H -9.2764 -16.1192 -9.0837 0.0 0.1 0.1 0.2591
H -9.8877 -16.7237 -7.5403 -0.2 0.1 -0.1 0.4960
H -10.3218 -15.8920 -11.5806 0.3 -0.1 0.4 0.1085
H -10.7046 -17.1948 -12.6398 -0.4 0.1 0.0 0.3692
H -8.3764 -17.1228 -10.8166 0.8 -0.5 0.0 0.3604
H -8.3054 -17.2547 -12.6305 -0.3 1.5 0.1 0.5936
H -6.8521 -19.1180 -10.8383 -0.1 0.1 0.1 0.3065
H -6.8847 -18.8471 -12.6187 0.8 -0.4 0.0 0.3157
H -7.3408 -20.4673 -11.8972 0.1 0.2 -0.2 0.2465
C -15.3408 -18.9202 -17.8570 0.2 -0.4 0.1 -1.3551
C -13.8107 -19.0145 -17.9630 -0.4 1.3 0.2 -0.1123
N -13.2554 -18.4440 -19.2731 1.2 -0.9 -0.9 0.5391
C -13.1942 -16.9138 -19.2472 -1.0 -1.2 1.4 -1.1879
C -11.7199 -18.9318 -19.3394 -1.1 1.2 0.0 -0.3741
C -10.8873 -18.4582 -18.1197 -0.4 -0.7 -0.3 -1.3782
C -14.0875 -18.8569 -20.5905 1.8 -0.5 2.3 -0.6882
C -14.1313 -20.4286 -20.8783 0.8 1.5 -0.2 -0.6683
O -12.8774 -21.0477 -21.0896 0.6 0.4 -1.7 -0.4060
C -12.2203 -20.6518 -22.3387 -0.3 0.7 0.2 -0.7003
H -15.7901 -17.9771 -18.1680 0.3 0.2 -0.3 0.1708
H -15.6745 -19.0098 -16.8232 0.4 -0.2 0.1 0.2982
H -15.7916 -19.7361 -18.4219 -0.2 0.1 -0.1 0.4968
H -13.4260 -20.0135 -17.7576 -0.2 -0.2 -0.7 0.4558
H -13.3136 -18.4200 -17.1964 -0.4 0.2 0.1 0.0378
H -12.6603 -16.4777 -20.0915 0.0 -0.3 0.1 0.3953
H -12.7706 -16.6886 -18.2685 0.3 0.4 -0.4 0.3116
H -14.2245 -16.5662 -19.1714 0.0 0.1 -0.4 0.4634
H -11.3637 -18.4573 -20.2538 0.1 0.1 0.1 0.3332
H -11.7077 -20.0005 -19.5535 -0.2 0.1 0.5 0.5440
H -9.8654 -18.7611 -18.3478 0.1 0.3 0.1 0.4428
H -11.1426 -18.9383 -17.1751 -0.2 -0.3 -0.2 0.3496
H -10.9488 -17.3932 -17.8957 0.3 0.0 -0.5 0.3474
H -13.5534 -18.2493 -21.3210 -0.2 -0.5 -0.5 0.5887
H -15.0468 -18.3786 -20.3930 -0.2 -0.5 -0.3 0.4556
H -14.7300 -20.4313 -21.7892 -0.3 -0.6 0.0 0.4649
H -14.5356 -21.0429 -20.0738 -0.6 0.5 0.0 0.3058
H -11.3698 -21.2651 -22.6363 -0.1 -0.3 0.9 0.2983
H -11.8880 -19.6174 -22.2502 0.3 0.1 0.2 0.2075
H -12.8425 -20.6284 -23.2334 -0.8 -0.4 0.3 0.3516
C -16.6114 -19.7501 -11.9681 0.3 0.1 0.2 -1.6295
C -17.2469 -18.4035 -11.6525 1.0 0.1 -0.3 0.7609
C -16.4709 -17.7025 -10.5287 -1.8 1.0 0.2 -0.0433
N -17.0473 -16.2905 -10.1863 1.3 0.5 1.7 1.0343
C -18.4255 -16.3677 -9.5418 0.3 -0.6 -0.9 -0.1187
C -16.9616 -15.2054 -11.2885 -0.3 0.5 1.2 0.6070
C -16.5701 -13.8695 -10.5530 0.0 0.6 -0.7 2.3008
C -16.2807 -14.2153 -9.1291 -1.3 0.1 1.7 -0.7693
C -16.1641 -15.7148 -9.0627 1.7 0.4 -0.3 -0.0826
H -15.6125 -19.6244 -12.3857 -0.1 -0.2 -0.3 0.1460
H -17.3007 -20.2740 -12.6303 0.4 -0.2 -0.3 0.4196
H -16.5258 -20.3470 -11.0601 0.0 -0.1 0.1 0.4311
H -18.2827 -18.6918 -11.4733 -0.1 0.9 0.8 -0.1502
H -17.1930 -17.7781 -12.5437 -0.2 0.1 -0.2 -0.1007
H -15.4212 -17.4451 -10.6706 -0.1 -0.6 -0.6 -0.3575
H -16.5789 -18.2973 -9.6218 0.2 0.2 0.2 0.4535
H -18.7911 -15.3821 -9.2537 0.3 0.0 0.0 0.2900
H -18.3230 -17.0530 -8.7004 -0.2 0.2 0.0 -0.2613
H -19.1209 -16.8350 -10.2390 0.1 0.1 0.0 0.0007
H -17.9731 -15.2306 -11.6939 0.4 0.4 -0.6 -0.9471
H -16.1382 -15.3575 -11.9863 -0.4 -1.0 -0.1 -0.0564
H -17.2191 -12.9960 -10.6155 -1.0 -0.7 -0.1 -0.5664
H -15.6746 -13.3920 -10.9506 0.4 -0.8 -0.4 -1.4951
H -17.0847 -13.9473 -8.4436 -0.2 0.6 -0.1 0.8021
H -15.3954 -13.6841 -8.7795 0.1 -0.3 0.1 0.0736
H -16.2947 -16.1830 -8.0871 -0.6 -0.1 -0.3 0.2451
H -15.0965 -15.8406 -9.2429 -0.1 -1.0 -0.8 -0.4919
C -18.5880 -22.3776 -4.8859 -0.1 0.1 -0.3 -1.5076
C -18.2950 -20.9303 -5.3090 0.0 -0.2 0.4 0.0915
C -18.9112 -20.0310 -4.2411 0.8 0.8 -1.4 -1.0256
N -18.5235 -18.5096 -4.3955 -1.8 -0.4 0.5 0.9636
C -16.9781 -18.3809 -4.3062 -2.0 -0.4 -0.8 -0.9917
C -19.2978 -17.7978 -3.2635 1.7 0.1 0.3 -0.2006
C -20.7283 -17.6359 -3.6416 -0.3 0.3 -1.4 -1.1440
C -20.5771 -17.2684 -5.1775 -0.5 -0.3 0.5 -0.4441
C -19.1975 -17.8522 -5.6757 0.0 0.6 1.3 -0.1924
H -18.0520 -22.5684 -3.9561 0.3 -0.4 -0.3 0.3733
H -18.3283 -23.0373 -5.7138 0.4 -0.2 0.4 0.4023
H -19.6225 -22.6246 -4.6474 -0.3 0.5 -0.2 0.3661
H -18.6762 -20.7012 -6.3042 -0.3 0.0 0.1 0.3121
H -17.2122 -20.8307 -5.3840 0.1 0.1 0.1 0.1660
H -18.5826 -20.3155 -3.2416 -0.1 0.1 0.0 0.4314
H -19.9841 -20.1813 -4.3610 -0.1 0.7 0.4 0.4363
H -16.6948 -18.5693 -5.3417 0.6 0.1 0.4 0.7518
H -16.6310 -19.1716 -3.6411 0.1 0.2 -0.1 0.2551
H -16.6772 -17.3910 -3.9630 -0.3 -0.1 -0.1 -0.3274
H -18.8662 -16.7979 -3.2181 0.1 0.0 0.0 0.0340
H -19.0591 -18.2973 -2.3246 -0.1 -0.1 0.0 0.5313
H -21.1606 -16.8156 -3.0685 0.2 0.2 -0.2 0.4549
H -21.4102 -18.4638 -3.4471 0.4 -0.4 -0.2 0.3596
H -20.6024 -16.1848 -5.2926 0.8 0.2 0.3 0.4767
H -21.4751 -17.5086 -5.7468 0.3 -1.0 -0.2 0.0835
H -18.6074 -16.9638 -5.9008 0.4 -0.2 0.1 -0.1293
H -19.1418 -18.5277 -6.5294 -0.5 -0.2 0.3 0.2311
C -21.1838 -19.7535 -12.4188 -0.3 -0.1 -0.2 -1.4792
C -20.5997 -18.6549 -13.3273 0.4 -0.2 0.2 1.5748
C -21.0040 -18.6032 -14.7713 -0.8 0.6 -1.2 -0.9769
N -20.6916 -17.2718 -15.5551 1.7 0.9 -0.2 0.7348
C -21.5455 -16.0289 -15.1628 -0.4 -2.1 1.5 -0.6338
C -20.8176 -17.5354 -17.0631 -1.8 -0.2 -0.6 -0.8194
C -19.4827 -17.3433 -17.7534 1.3 0.4 2.0 -0.6041
C -18.7521 -16.3598 -16.7412 -1.3 -0.2 -0.7 -0.3197
C -19.1928 -16.9121 -15.3762 0.3 0.1 -0.8 0.0715
H -21.0880 -20.7820 -12.7667 0.3 0.1 -0.7 0.4335
H -22.2530 -19.6661 -12.2255 0.1 0.4 0.3 0.2915
H -20.5874 -19.7511 -11.5064 -0.5 0.3 0.3 0.2370
H -19.5413 -18.9147 -13.3102 0.3 0.7 -0.1 -0.2930
H -20.7568 -17.6540 -12.9251 0.2 -0.1 0.5 -0.6433
H -22.0694 -18.7022 -14.9788 -0.1 -0.3 0.4 0.4816
H -20.4758 -19.3870 -15.3143 -0.1 0.2 -0.3 0.4258
H -22.5693 -16.3667 -15.3235 0.0 0.5 -0.6 0.5218
H -21.2466 -15.0512 -15.5408 0.1 -0.6 -0.7 0.3748
H -21.4955 -15.9164 -14.0798 0.4 -0.1 -0.1 -0.1203
H -21.6165 -16.9424 -17.5085 0.3 1.0 0.4 0.3770
H -21.3501 -18.4752 -17.2093 0.8 -0.7 0.3 0.5493
H -19.4683 -16.9563 -18.7723 -0.4 -0.2 0.2 0.4574
H -18.9083 -18.2658 -17.6681 0.0 -0.2 -0.5 0.2300
H -19.1749 -15.3685 -16.9044 0.1 0.2 0.1 0.4129
H -17.6785 -16.3131 -16.9237 0.0 -0.2 0.4 0.1393
H -19.0620 -16.2393 -14.5287 -0.2 0.0 -0.1 -0.5615
H -18.6048 -17.8163 -15.2182 -0.3 -0.2 0.3 0.2440
C -17.5632 -9.1785 -14.0084 -0.8 0.3 0.0 -1.2424
C -16.6361 -10.3487 -13.8686 0.0 -1.6 -0.4 0.8942
C -16.7905 -11.4985 -14.9408 0.3 1.9 -0.7 -1.3756
N -15.5780 -12.4358 -14.9926 -2.4 0.0 0.6 0.9609
C -15.5408 -13.1485 -13.6269 0.6 0.3 -0.9 -0.7687
C -14.2806 -11.7569 -15.2916 0.3 -0.7 -0.4 -0.6027
C -13.5151 -12.9140 -15.9038 1.2 0.1 -0.7 -0.6970
C -14.4818 -13.6204 -16.8519 0.2 -0.5 0.0 0.0404
C -15.8408 -13.4123 -16.1950 0.5 0.1 0.6 -0.4092
H -17.5703 -8.7602 -15.0149 -0.2 0.0 0.0 0.5082
H -17.3077 -8.3733 -13.3196 0.5 0.0 -0.1 0.2471
H -18.5543 -9.4675 -13.6585 -0.3 -0.1 -0.6 0.1169
H -16.8789 -10.8120 -12.9123 0.5 0.0 0.1 -0.5806
H -15.6130 -9.9730 -13.8847 0.2 -0.3 0.1 0.3494
H -16.8896 -11.1078 -15.9535 0.9 0.8 -0.2 0.6640
H -17.7700 -11.9732 -14.9983 0.2 -0.9 1.4 0.6130
H -14.6548 -13.7775 -13.5401 -0.1 -0.2 -0.3 0.2489
H -16.4707 -13.7108 -13.5412 0.1 0.2 0.2 0.3931
H -15.4063 -12.3719 -12.8740 -0.4 -0.1 -0.1 -0.5171
H -13.7094 -11.3945 -14.4369 -0.7 0.1 0.3 0.1134
H -14.4765 -10.9426 -15.9892 0.0 -0.1 -0.1 0.5696
H -13.1134 -13.5565 -15.1203 -0.3 -0.2 0.1 0.0237
H -12.6272 -12.5444 -16.4167 0.0 0.0 -0.1 0.7027
H -14.2868 -14.6766 -17.0374 0.2 -0.1 0.7 -0.3665
H -14.4306 -13.2270 -17.8671 -0.2 0.6 0.2 0.5223
H -16.2800 -14.3029 -15.7454 0.1 0.0 -0.2 0.0290
H -16.5042 -12.9735 -16.9402 -0.3 0.3 0.6 0.3914
C -16.8179 -14.8618 -1.9044 0.5 1.0 0.4 -1.3432
C -15.3626 -15.0314 -2.4062 -0.1 -1.3 -0.9 -0.6500
C -15.1954 -14.7089 -3.9189 0.0 1.2 0.0 -0.4984
N -13.7680 -14.6208 -4.4971 2.1 -1.7 0.0 0.8340
C -12.9460 -15.8788 -4.0426 -1.2 1.6 -0.5 -0.8725
C -12.9242 -13.3548 -4.0277 -2.5 -0.7 0.8 -0.5885
C -12.3276 -12.7438 -5.2616 -0.3 2.2 1.1 -0.6586
C -12.3780 -13.8011 -6.2998 1.1 -0.2 -0.3 0.2209
C -13.6810 -14.4613 -6.0613 -2.0 0.4 0.7 -0.3430
H -16.8028 -13.8360 -1.5361 -1.0 0.2 -0.3 0.4302
H -17.0990 -15.4479 -1.0295 0.7 -0.3 0.1 0.3697
H -17.6268 -15.0670 -2.6056 0.3 0.6 -0.5 0.1559
H -15.1435 -16.0847 -2.2312 0.6 -0.1 -0.1 0.3074
H -14.6578 -14.4127 -1.8506 -0.1 -0.1 0.3 0.5305
H -15.5481 -13.6912 -4.0864 -0.5 -0.1 -0.1 0.5107
H -15.7860 -15.3816 -4.5408 0.3 0.0 -0.1 0.0156
H -13.3148 -16.7452 -4.5916 0.4 0.1 -0.1 -0.0287
H -13.1762 -15.9916 -2.9831 0.4 0.0 -0.1 0.3381
H -11.9244 -15.5431 -4.2206 0.0 -0.9 0.1 0.5245
H -12.2342 -13.5416 -3.2048 -0.2 -0.6 -0.1 0.2525
H -13.7837 -12.7984 -3.6536 0.6 0.7 0.3 0.4094
H -11.3931 -12.2202 -5.0601 0.6 -0.8 0.0 0.6047
H -12.9455 -11.8616 -5.4289 -0.5 -0.2 -0.9 0.2067
H -11.5715 -14.4940 -6.0598 0.3 -0.2 -0.6 0.1925
H -12.2860 -13.3761 -7.2993 0.0 -0.4 -0.1 -0.2085
H -13.9742 -15.3339 -6.6450 0.6 -0.4 0.7 -0.1838
H -14.4532 -13.7350 -6.3146 -0.3 0.3 0.3 0.2332
Cl -19.1059 -13.1762 -5.0041 0.0 -0.5 -0.2 -0.8769
Cl -20.9892 -18.9130 -8.6726 0.1 0.4 -0.2 -0.6748
Cl -15.5860 -10.4962 -6.9876 0.4 0.2 -0.6 -0.7820
B -12.2437 -13.2743 -11.1954 0.0 2.7 1.2 -0.5135
F -11.1636 -13.5346 -10.4557 2.9 0.0 2.7 -0.1385
F -12.1661 -14.1340 -12.1621 -1.0 -2.5 -4.4 -0.0690
F -13.3662 -13.4102 -10.4150 -1.6 -0.1 0.6 0.0499
F -12.1713 -11.9079 -11.6398 -0.3 0.0 -0.4 0.0943
B -20.0824 -13.4020 -12.5158 -0.8 1.8 0.3 -0.8139
F -19.5486 -13.6908 -11.3078 0.7 -0.3 2.0 0.0729
F -19.4408 -12.2973 -13.0569 0.8 0.9 -0.6 -0.0337
F -20.0004 -14.4592 -13.3180 1.3 -3.1 -2.4 0.2423
F -21.4309 -13.1544 -12.4428 -1.8 0.8 0.7 -0.1959
B -14.2322 -18.2044 -6.9574 -0.3 -1.3 -1.8 0.2404
F -12.8752 -18.0959 -6.8851 1.6 0.4 1.5 -0.3890
F -14.4321 -17.9704 -8.3387 -1.0 0.0 -1.0 -0.1822
F -14.6869 -19.4696 -6.6096 0.0 -0.2 0.2 -0.2780
F -14.9838 -17.2666 -6.3059 -0.4 1.3 1.3 0.0879
B -14.3549 -17.2953 -14.6119 -0.3 -2.1 -2.1 -0.2837
F -15.4244 -16.7561 -15.3104 -1.4 1.1 -0.8 -0.0190
F -14.5723 -18.6922 -14.5986 0.3 -0.7 -0.4 -0.4224
F -13.2069 -16.9966 -15.3538 0.7 0.2 0.0 -0.3032
F -14.3557 -16.9123 -13.3529 0.4 1.7 3.0 0.0786
```
Positions in Å, forces in eV/Å.

Calculated values
**E_LUMO**: -4.7 eV
**Multiplicity**: 1
**Charge**: +3
**Energy**: -7163.47193 Ha